The following is a DFT calculation (wB97M-V/def2-TZVPD) of a cluster of 3 separate species, C20H47BrClO3P2 in total at a distorted geometry.

Each line ends with the Mulliken charge.
CARTESIAN COORDINATES (ANGSTROEM)
1 C 4.80 -0.57 4.78  -0.97
2 C 4.72 -2.03 4.22  -0.33
3 O 4.15 -1.96 2.91  -0.21
4 C 4.71 -2.88 2.00  -0.55
5 C 3.66 -3.88 1.39  -0.57
6 O 2.31 -3.48 1.59  -0.34
7 C 2.00 -2.34 0.85  -0.57
8 P 0.42 -1.66 1.65  0.22
9 C 0.17 -2.38 3.34  -0.15
10 Cl 1.05 -1.37 4.58  -0.15
11 C -1.37 -2.49 3.74  -0.08
12 C -1.82 -4.00 3.69  -1.30
13 P 0.52 0.55 1.86  0.35
14 O -0.71 1.03 2.88  -0.47
15 Br 0.14 1.34 -0.24  -0.11
16 H 3.76 -0.20 4.86  0.14
17 H 5.32 -0.54 5.76  0.38
18 H 5.30 0.04 4.01  0.29
19 H 5.75 -2.43 4.24  0.38
20 H 4.03 -2.62 4.86  0.24
21 H 5.14 -2.30 1.14  0.31
22 H 5.55 -3.48 2.41  0.43
23 H 3.78 -4.84 1.93  0.32
24 H 3.87 -4.10 0.33  0.35
25 H 1.85 -2.53 -0.23  0.55
26 H 2.75 -1.52 0.93  0.38
27 H -0.69 -2.04 0.84  0.20
28 H 0.58 -3.41 3.45  0.50
29 H -2.00 -1.87 3.07  -0.07
30 H -1.42 -2.19 4.80  0.38
31 H -1.67 -4.45 2.68  0.32
32 H -1.31 -4.60 4.46  0.36
33 H -2.90 -4.05 3.92  0.39
34 H -0.34 1.42 3.69  0.39
35 C -6.10 4.31 -0.42  -1.22
36 C -4.88 3.46 -0.75  -0.30
37 C -5.21 1.97 -0.92  -0.68
38 C -5.76 1.28 0.33  -0.81
39 C -4.87 1.36 1.57  -0.57
40 C -3.52 0.68 1.38  -0.59
41 H -6.55 4.02 0.54  0.29
42 H -5.83 5.36 -0.35  0.38
43 H -6.87 4.21 -1.19  0.30
44 H -4.12 3.60 0.02  0.22
45 H -4.45 3.82 -1.68  0.36
46 H -4.30 1.45 -1.25  0.28
47 H -5.93 1.85 -1.73  0.41
48 H -5.94 0.23 0.09  0.35
49 H -6.74 1.70 0.58  0.34
50 H -5.39 0.88 2.40  0.38
51 H -4.71 2.40 1.86  0.26
52 H -3.65 -0.38 1.12  0.27
53 H -2.94 0.73 2.30  0.25
54 H -2.93 1.15 0.60  0.07
55 C 1.53 1.40 -7.46  -1.20
56 C 1.20 0.58 -6.22  -0.42
57 C 0.75 1.44 -5.03  -0.51
58 C 1.80 2.43 -4.51  -0.66
59 C 3.12 1.80 -4.07  -0.50
60 C 2.98 0.83 -2.91  -0.90
61 H 2.37 2.08 -7.29  0.29
62 H 1.81 0.74 -8.28  0.38
63 H 0.67 2.00 -7.78  0.30
64 H 2.06 -0.03 -5.94  0.23
65 H 0.39 -0.11 -6.46  0.37
66 H 0.44 0.77 -4.22  0.19
67 H -0.14 2.00 -5.32  0.39
68 H 1.37 2.97 -3.66  0.33
69 H 2.00 3.18 -5.28  0.33
70 H 3.80 2.61 -3.77  0.35
71 H 3.61 1.30 -4.92  0.28
72 H 2.53 1.33 -2.04  0.08
73 H 3.96 0.45 -2.61  0.40
74 H 2.35 -0.02 -3.18  0.28

For the maximum force, the calculation gives 2.42 eV Å⁻¹. The HOMO-LUMO gap is 8.85 eV. Its total energy is -4732.59035 Eh. As for the net charge: +1. For the HOMO energy, the calculation gives -12.66 eV.

The following is a DFT calculation (wB97M-V/def2-TZVPD) of a cluster of 3 separate species, C20H47ClF4NO9P4S in total at a distorted geometry.

Each line ends with the Mulliken charge.
CARTESIAN COORDINATES (ANGSTROEM)
1 N 7.19 -3.72 1.61  -0.65
2 C 6.01 -3.16 0.81  -0.48
3 C 4.91 -4.37 0.71  -0.57
4 C 3.51 -3.98 -0.06  -0.58
5 P 2.23 -5.40 0.30  0.31
6 C 3.13 -7.12 0.22  -0.73
7 C 2.33 -8.32 0.99  -0.46
8 C 3.51 -9.19 1.81  -0.60
9 S 2.88 -10.79 2.55  -0.22
10 P 0.80 -5.44 -1.41  0.31
11 O -0.84 -5.73 -0.80  -0.47
12 Cl 0.76 -3.56 -2.39  -0.16
13 C 1.36 -5.07 1.97  0.68
14 F 2.18 -5.70 3.04  -0.25
15 F 0.00 -5.71 2.07  -0.24
16 C 1.09 -3.45 2.26  0.02
17 F 2.35 -2.76 2.68  -0.25
18 F 0.44 -2.78 1.07  -0.23
19 H 6.90 -3.88 2.62  0.28
20 H 7.44 -4.70 1.27  0.28
21 H 6.42 -2.88 -0.28  0.28
22 H 5.58 -2.16 1.26  0.32
23 H 5.42 -5.24 0.08  0.23
24 H 4.69 -4.82 1.78  0.31
25 H 3.09 -2.92 0.22  0.36
26 H 3.75 -3.99 -1.22  0.52
27 H 4.25 -7.08 0.57  0.39
28 H 3.14 -7.40 -0.94  0.42
29 H 1.93 -9.07 0.15  0.32
30 H 1.48 -7.94 1.70  0.39
31 H 4.37 -9.35 1.00  0.32
32 H 3.98 -8.47 2.62  0.30
33 H 1.52 -10.57 2.85  0.15
34 H -0.84 -6.65 -0.35  0.36
35 H 0.38 -3.38 3.22  0.32
36 O -0.11 3.59 2.63  -0.69
37 P -1.35 2.68 2.43  1.06
38 O -2.42 3.75 3.10  -0.35
39 C -2.89 4.81 2.29  -0.34
40 C -3.90 4.32 1.27  -0.91
41 O -1.08 1.81 3.84  -0.39
42 C 0.26 1.61 4.29  -0.30
43 C 0.65 2.64 5.33  -1.26
44 O -2.73 1.66 2.21  -0.24
45 C -2.50 0.41 1.57  -0.57
46 C -1.87 -0.62 2.49  -0.65
47 H -2.05 5.32 1.81  0.25
48 H -3.37 5.53 2.96  0.34
49 H -3.41 3.67 0.53  0.16
50 H -4.36 5.16 0.74  0.41
51 H -4.68 3.73 1.75  0.29
52 H 0.96 1.61 3.44  0.38
53 H 0.31 0.61 4.73  0.39
54 H 0.40 3.66 5.02  0.30
55 H 1.72 2.59 5.54  0.36
56 H 0.10 2.46 6.26  0.32
57 H -1.89 0.56 0.68  0.29
58 H -3.48 0.04 1.25  0.39
59 H -0.80 -0.42 2.61  0.03
60 H -1.97 -1.62 2.08  0.40
61 H -2.32 -0.59 3.49  0.33
62 O -3.27 5.63 -2.32  -0.65
63 P -3.04 5.40 -3.84  1.00
64 O -2.99 3.75 -3.72  -0.33
65 C -4.22 3.05 -3.64  -0.25
66 C -4.91 3.01 -4.99  -1.04
67 O -1.39 5.63 -3.73  -0.35
68 C -0.87 6.54 -2.77  -0.40
69 C -0.43 5.81 -1.51  -1.05
70 O -2.79 5.15 -5.53  -0.25
71 C -2.76 6.31 -6.35  -0.38
72 C -1.45 7.06 -6.25  -0.88
73 H -4.87 3.50 -2.89  0.25
74 H -3.99 2.03 -3.33  0.32
75 H -5.24 4.01 -5.29  0.25
76 H -5.78 2.35 -4.96  0.41
77 H -4.23 2.66 -5.77  0.23
78 H -1.60 7.33 -2.54  0.39
79 H 0.00 7.04 -3.21  0.40
80 H -1.19 5.11 -1.15  0.13
81 H -0.19 6.51 -0.71  0.38
82 H 0.46 5.21 -1.72  0.33
83 H -3.60 6.96 -6.10  0.31
84 H -2.89 5.97 -7.38  0.33
85 H -1.41 7.65 -5.32  0.17
86 H -1.33 7.76 -7.08  0.42
87 H -0.59 6.37 -6.23  0.25

For the maximum force, the calculation gives 10.01 eV Å⁻¹. The HOMO-LUMO gap is 6.60 eV. Its total energy is -4144.88047 Eh. As for the net charge: +1. For the HOMO energy, the calculation gives -11.21 eV.

Question: Number 2 is which compound?
Answer: C20H47ClF4NO9P4S

Question: The lowest HOMO belongs to which entry?
Answer: C20H47BrClO3P2

Question: Number 1 is which compound?
Answer: C20H47BrClO3P2

Question: Which formula does entry 1 have?
Answer: C20H47BrClO3P2